(1)
This record from OMol25 describes C3H4O4Sc as an isolated structure. The level of theory is ωB97M-V/def2-TZVPD.

Geometry as XYZ:
```
12
Properties=species:S:1:pos:R:3
C 0.71 0.58 0.71
O 1.85 0.49 1.17
O 0.42 0.82 -0.54
C -0.96 0.87 -0.64
O -0.37 0.69 1.46
C -1.44 0.88 0.61
Sc 3.83 0.62 0.92
H -2.44 0.90 1.04
H -1.40 1.03 -1.62
O 0.16 -2.18 -1.34
H 0.40 -2.78 -0.62
H -0.76 -1.92 -1.16
```

Its molar mass is 149.0 g/mol. The LUMO energy (spin up / spin down) is -18.00 / -18.03 eV. The calculation puts the gap between HOMO and LUMO (spin up / spin down) at 3.4 / 3.2 eV. The charge is +3.

Mulliken atomic charge list, values in e, 2 entries: 0.796 -0.470

***

(2)
This record from OMol25 describes C26H26BN11O6STi as an isolated structure. The level of theory is ωB97M-V/def2-TZVPD.

Geometry as XYZ:
```
72
Properties=species:S:1:pos:R:3
Ti -1.20 0.69 -1.15
N -3.43 -1.12 2.42
C -2.57 -0.76 1.37
S -3.27 -0.50 -0.18
N -1.32 -0.74 1.69
N -0.45 -0.39 0.67
C 0.77 -0.40 1.07
C 1.93 0.04 0.33
C 3.19 -0.08 0.93
C 4.33 0.36 0.31
C 4.22 0.97 -0.94
C 3.00 1.12 -1.56
C 1.83 0.66 -0.93
O 0.67 0.80 -1.52
H -4.36 -0.76 2.27
H -3.04 -0.85 3.31
H 0.94 -0.70 2.10
H 3.24 -0.51 1.93
H 5.29 0.28 0.80
H 5.11 1.34 -1.44
H 2.90 1.60 -2.52
B -1.47 0.67 -4.64
N -1.43 -0.75 -4.01
C -1.36 -1.93 -4.64
C -1.20 -2.93 -3.69
C -1.19 -2.24 -2.48
N -1.32 -0.93 -2.68
N -2.56 1.50 -3.90
C -3.57 2.20 -4.41
C -4.17 2.93 -3.40
C -3.42 2.61 -2.26
N -2.47 1.74 -2.58
H -0.40 1.21 -4.51
H -1.81 0.56 -5.80
H -1.42 -1.96 -5.71
H -1.09 -3.98 -3.85
H -1.10 -2.64 -1.48
H -3.78 2.14 -5.47
H -5.00 3.61 -3.47
H -3.50 2.96 -1.25
C 3.13 -3.82 0.77
N 1.71 -3.96 1.03
C 1.17 -3.67 2.24
C -0.16 -3.74 2.46
C -0.97 -4.02 1.31
N -0.45 -4.36 0.15
C 0.90 -4.42 -0.03
O 1.45 -4.78 -1.06
N -2.32 -3.95 1.40
H 3.61 -3.41 1.66
H 3.28 -3.13 -0.06
H 3.56 -4.78 0.51
H 1.87 -3.36 3.01
H -0.59 -3.46 3.40
H -2.69 -3.30 2.08
H -2.77 -3.86 0.50
O -0.97 4.34 -0.47
C -0.81 3.38 0.27
O -1.38 2.21 0.09
C 0.05 3.45 1.48
C -0.03 2.49 2.50
C 0.76 2.55 3.63
C 1.70 3.59 3.77
C 1.79 4.57 2.75
C 0.97 4.49 1.64
N 2.50 3.66 4.89
O 2.39 2.77 5.79
O 3.33 4.63 5.00
H -0.76 1.69 2.39
H 0.69 1.82 4.42
H 2.51 5.36 2.87
H 1.03 5.24 0.86
```

Its molar mass is 679.3 g/mol. The LUMO energy (spin up / spin down) is 4.21 / 4.21 eV. Its multiplicity is 3. The calculation puts the gap between HOMO and LUMO (spin up / spin down) at 4.2 / 7.3 eV. The charge is -2.

Mulliken atomic charge list, values in e, 2 entries: 0.408 -0.607

***

(3)
This record from OMol25 describes a 6-piece molecular cluster, C32H54N13O6S2 overall. The level of theory is ωB97M-V/def2-TZVPD.

Geometry as XYZ:
```
107
Properties=species:S:1:pos:R:3
C -3.39 2.38 -7.92
C -1.77 1.97 -7.94
C -1.24 1.51 -6.46
C 0.41 1.73 -6.24
C 1.24 0.42 -6.88
N 0.41 -0.43 -7.75
N 1.02 -1.50 -8.34
O 0.31 -2.29 -9.19
C -0.40 -3.36 -8.47
C 0.42 -4.76 -8.75
C 0.22 -5.14 -10.35
C 2.45 -1.79 -8.05
C 3.53 -0.99 -7.12
C 2.81 0.35 -6.42
C 3.62 1.40 -5.47
C 3.08 1.56 -3.94
C 2.41 0.21 -3.28
S 1.33 0.84 -1.83
C 1.00 -0.54 -0.61
S -0.36 -1.56 -0.98
N 1.86 -0.71 0.65
C 1.29 0.24 1.68
C 2.25 1.44 2.34
C 1.67 2.55 3.44
C 0.10 2.52 3.95
C -0.87 1.35 3.33
C -0.29 0.24 2.21
C 1.89 -2.15 1.12
C 2.45 -3.35 0.10
C 2.49 -4.94 0.49
C 1.95 -5.41 1.97
C 1.42 -4.29 3.06
C 1.40 -2.68 2.61
H -3.86 2.28 -6.83
H -4.00 1.59 -8.57
H -3.54 3.45 -8.38
H -1.14 2.82 -8.44
H -1.72 1.00 -8.63
H -1.74 2.26 -5.68
H -1.57 0.44 -6.11
H 0.55 1.84 -5.09
H 0.75 2.75 -6.76
H -1.51 -3.44 -8.90
H -0.44 -3.05 -7.34
H 1.57 -4.49 -8.63
H 0.08 -5.61 -8.02
H 1.26 -5.23 -10.89
H -0.29 -6.20 -10.40
H -0.44 -4.36 -10.94
H 2.89 -2.75 -8.61
H 4.66 -1.27 -6.96
H 4.76 1.03 -5.45
H 3.64 2.48 -5.97
H 2.29 2.43 -3.83
H 3.99 1.87 -3.25
H 3.23 -0.49 -2.83
H 1.67 -0.37 -3.98
H 3.38 1.58 2.03
H 2.35 3.42 3.88
H -0.36 3.29 4.71
H -2.00 1.23 3.64
H -1.01 -0.59 1.77
H 2.80 -2.95 -0.97
H 2.88 -5.71 -0.32
H 1.94 -6.56 2.26
H 1.05 -4.61 4.15
H 1.02 -1.93 3.43
C -1.92 0.80 7.55
O -1.34 1.87 7.61
N -2.95 0.49 8.35
N -1.59 -0.16 6.67
H -3.45 -0.39 8.31
H -3.24 1.18 9.03
H -0.82 0.04 6.04
H -2.05 -1.05 6.60
C -5.28 3.20 10.20
O -4.78 2.13 9.91
N -5.44 3.61 11.47
N -5.73 4.07 9.28
H -5.85 4.49 11.73
H -5.11 2.99 12.20
H -5.63 3.81 8.31
H -6.15 4.96 9.50
C 1.65 2.85 10.33
O 1.00 3.79 10.77
N 1.27 2.17 9.23
N 2.78 2.42 10.90
H 1.79 1.39 8.85
H 0.42 2.46 8.77
H 3.10 2.90 11.73
H 3.33 1.65 10.55
C 7.65 -1.90 -7.68
O 6.80 -1.30 -7.03
N 7.66 -1.90 -9.02
N 8.64 -2.61 -7.11
H 8.35 -2.38 -9.58
H 6.93 -1.38 -9.49
H 8.66 -2.64 -6.10
H 9.34 -3.11 -7.63
C -9.32 2.15 10.23
O -8.93 2.93 9.37
N -10.57 1.65 10.24
N -8.55 1.72 11.24
H -10.92 1.01 10.93
H -11.19 1.95 9.50
H -7.60 2.07 11.27
H -8.85 1.08 11.95
```

Its molar mass is 781.0 g/mol. The LUMO energy is -4.54 eV. The calculation puts the gap between HOMO and LUMO at 5.0 eV. The charge is +1.

Mulliken atomic charge list, values in e, 2 entries: -0.894 -0.182

***

(4)
This record from OMol25 describes a 2-piece molecular cluster, C3H6N2O3 overall. The level of theory is ωB97M-V/def2-TZVPD.

Geometry as XYZ:
```
14
Properties=species:S:1:pos:R:3
C -0.26 1.31 -0.09
C 2.02 -0.71 -1.04
C -1.44 -0.36 0.83
N -1.35 0.59 -0.31
N -0.15 -0.25 1.47
O 0.27 1.07 1.09
O 1.30 0.33 -1.26
O 1.85 -1.51 -0.12
H 0.04 2.20 -0.60
H 2.78 -0.91 -1.81
H -2.22 0.03 1.51
H -1.67 -1.37 0.52
H -1.76 0.46 -1.21
H 0.57 -0.88 1.01
```

Its molar mass is 118.1 g/mol. The LUMO energy is 0.44 eV. The calculation puts the gap between HOMO and LUMO at 9.6 eV.

Mulliken atomic charge list, values in e, 2 entries: 0.075 0.155